P | A 3-piece molecular cluster, C2H9NO2 overall. Source: the Open Molecules 2025 dataset; level of theory: the ωB97M-V functional and the def2-TZVPD basis.

CARTESIAN COORDINATES (ANGSTROEM)
1 C 0.798 2.567 -0.625
2 C -0.502 1.396 1.049
3 N 0.091 1.496 -0.028
4 H 1.781 2.295 -1.012
5 H 0.955 3.488 -0.064
6 H 0.275 2.836 -1.523
7 H -0.991 0.493 1.429
8 H -0.668 2.318 1.619
9 H 0.365 -2.200 0.021
10 H 1.855 -2.223 0.514
11 O 0.972 -2.561 0.663
12 H -1.558 -1.616 -0.043
13 H -1.111 -1.386 -1.476
14 O -1.400 -2.080 -0.872

Frontier orbital gap (spin up / spin down)   8.57 / 4.85 eV
LUMO level (spin up / spin down)   -5.789 / -9.509 eV
Total charge   +1
Spin multiplicity   2

=====

Q | A 2-piece molecular cluster, C2H9NO2 overall. Source: the Open Molecules 2025 dataset; level of theory: the ωB97M-V functional and the def2-TZVPD basis.

CARTESIAN COORDINATES (ANGSTROEM)
1 C -1.141 -1.904 1.971
2 O -2.053 -2.998 1.818
3 H -1.388 -1.388 2.903
4 H -1.093 -1.302 1.065
5 H -0.139 -2.295 2.191
6 H -1.500 -3.756 1.525
7 N 0.111 1.792 -2.022
8 C 1.484 1.853 -1.513
9 O 1.727 1.337 -0.229
10 H -0.190 1.020 -2.628
11 H -0.559 2.378 -1.524
12 H 1.789 2.899 -1.565
13 H 2.064 1.256 -2.215
14 H 0.887 1.108 0.223

Frontier orbital gap (spin up / spin down)   8.79 / 3.18 eV
LUMO level (spin up / spin down)   -4.270 / -9.867 eV
Total charge   +1
Spin multiplicity   2

=====

Which is the most stable structure? P is the most stable.

=====

P | An isolated ion of composition S2 and charge +1. Source: the Open Molecules 2025 dataset; level of theory: the ωB97M-V functional and the def2-TZVPD basis.

CARTESIAN COORDINATES (ANGSTROEM)
1 S 0.000 0.000 1.105
2 S 0.000 0.000 -1.105

Frontier orbital gap (spin up / spin down)   6.38 / 7.34 eV
LUMO level (spin up / spin down)   -10.808 / -10.515 eV
Total charge   +1
Spin multiplicity   2

=====

Q | An isolated ion of composition S2 and charge +1. Source: the Open Molecules 2025 dataset; level of theory: the ωB97M-V functional and the def2-TZVPD basis.

CARTESIAN COORDINATES (ANGSTROEM)
1 S 0.000 0.000 1.266
2 S 0.000 0.000 -1.266

Frontier orbital gap (spin up / spin down)   6.21 / 5.90 eV
LUMO level (spin up / spin down)   -11.324 / -11.036 eV
Total charge   +1
Spin multiplicity   2

=====

Which is the most stable structure? P is the most stable.